1.
{"formula": "C21H20F6MoN5O4S2", "method": "ωB97M-V/def2-TZVPD", "homo_lumo_gap_ev": [6.5, 5.8], "charge": 3, "total_energy_ha": -2849.6055, "s_squared": 2.013, "e_lumo_ev": [-9.3, -9.3], "e_above_lowest_kj_mol": 368.1, "multiplicity": 3, "symbols": ["Mo", "C", "C", "C", "C", "C", "C", "C", "N", "N", "C", "C", "C", "C", "C", "C", "N", "C", "C", "C", "C", "C", "C", "N", "H", "H", "H", "H", "H", "H", "H", "H", "H", "H", "H", "H", "H", "H", "H", "H", "H", "H", "H", "H", "F", "C", "F", "F", "S", "O", "O", "N", "S", "O", "O", "C", "F", "F", "F"], "xyz": [[0.2980, 0.0607, -2.6661], [-1.4867, -0.1670, -0.1223], [0.6280, -1.1611, 0.3832], [1.9792, -0.8437, -0.1936], [3.1479, -1.0218, 0.5211], [4.3654, -0.6832, -0.0546], [4.3820, -0.1645, -1.3395], [3.1801, -0.0362, -2.0037], [2.0012, -0.3726, -1.4530], [-1.5968, -0.1674, -1.6295], [-2.2540, -1.4148, -2.1440], [-1.2753, -2.4766, -2.5949], [-1.6292, -3.8114, -2.6007], [-0.7450, -4.7424, -3.1298], [0.4711, -4.3093, -3.6348], [0.7647, -2.9618, -3.5853], [-0.0867, -2.0568, -3.0749], [-2.3476, 1.0482, -2.0911], [-1.5097, 2.2999, -1.9920], [-2.0528, 3.5179, -1.6392], [-1.2499, 4.6508, -1.6881], [0.0720, 4.5270, -2.0837], [0.5496, 3.2753, -2.4190], [-0.2205, 2.1776, -2.3800], [-2.0656, 0.6768, 0.2512], [-1.9198, -1.0988, 0.2482], [0.1673, -1.9697, -0.1911], [0.7384, -1.4955, 1.4161], [3.1066, -1.4224, 1.5248], [5.2876, -0.8163, 0.4949], [5.3031, 0.1257, -1.8239], [3.1526, 0.3433, -3.0230], [-2.8736, -1.1451, -3.0011], [-2.9350, -1.8246, -1.3975], [-2.5910, -4.1209, -2.2133], [-1.0063, -5.7920, -3.1510], [1.1831, -5.0004, -4.0626], [1.7011, -2.5789, -3.9703], [-3.2899, 1.1599, -1.5499], [-2.6072, 0.8952, -3.1422], [-3.0921, 3.5875, -1.3472], [-1.6566, 5.6190, -1.4278], [0.7257, 5.3853, -2.1441], [1.5720, 3.1375, -2.7453], [-1.8456, -1.4090, 3.5781], [-1.8147, -0.6840, 4.6711], [-1.0559, -1.2055, 5.5866], [-3.0044, -0.4069, 5.1116], [-1.1293, 1.0402, 4.1301], [-0.1924, 0.0139, 0.3555], [-2.0615, 1.5206, 3.1923], [0.3841, 1.4954, 3.9984], [0.4059, 2.1275, 5.4996], [0.7035, 3.4828, 5.6920], [-1.1323, 1.6707, 5.6966], [1.4597, 1.0351, 6.6798], [1.0818, 1.3157, 7.8876], [1.2275, -0.2120, 6.3579], [2.6883, 1.3832, 6.4334]], "atomic_forces_ev_per_a": [[0.1, 0.0, -0.5], [0.0, 0.0, 0.0], [0.0, 0.0, -0.1], [0.0, 0.0, 0.0], [0.0, 0.0, 0.0], [0.0, 0.0, 0.0], [0.0, 0.0, 0.0], [-0.1, -0.1, 0.0], [-0.1, 0.2, 0.1], [0.0, 0.0, 0.1], [0.0, 0.0, 0.0], [0.0, 0.0, 0.0], [0.0, 0.0, 0.0], [0.0, 0.0, 0.0], [0.0, 0.0, 0.0], [0.0, 0.0, 0.0], [0.1, 0.1, 0.2], [0.0, 0.0, 0.0], [0.0, 0.0, 0.0], [0.0, 0.0, 0.0], [0.0, 0.0, 0.0], [0.0, 0.0, 0.0], [0.0, 0.0, 0.0], [0.0, -0.2, 0.2], [0.0, 0.0, 0.0], [0.0, 0.0, 0.0], [0.0, 0.0, 0.0], [0.0, 0.0, 0.0], [0.0, 0.0, 0.0], [0.0, 0.0, 0.0], [0.0, 0.0, 0.0], [0.0, 0.0, 0.0], [0.0, 0.0, 0.0], [0.0, 0.0, 0.0], [0.0, 0.0, 0.0], [0.0, 0.0, 0.0], [0.0, 0.0, 0.0], [0.0, 0.0, 0.0], [0.0, 0.0, 0.0], [0.0, 0.0, 0.0], [0.0, 0.0, 0.0], [0.0, 0.0, 0.0], [0.0, 0.0, 0.0], [0.0, 0.0, 0.0], [0.0, 0.0, 0.0], [0.2, -0.4, -0.2], [0.0, 0.0, -0.1], [0.0, 0.1, 0.0], [-0.2, 0.6, 0.5], [0.0, -0.1, -0.1], [0.0, 0.0, -0.1], [0.0, -0.4, 0.3], [0.3, 0.0, -0.3], [0.0, 0.0, -0.1], [-0.3, 0.0, 0.0], [0.0, 0.0, 0.1], [0.0, 0.0, 0.0], [0.0, 0.0, 0.0], [0.0, 0.0, 0.0]]}

2.
{"formula": "C35H34ClNORuSi2", "method": "ωB97M-V/def2-TZVPD", "homo_lumo_gap_ev": [6.1, 6.3], "charge": 1, "total_energy_ha": -2617.7935, "s_squared": 8.816, "e_lumo_ev": [-2.7, -4.4], "e_above_lowest_kj_mol": 121.2, "multiplicity": 6, "symbols": ["C", "C", "C", "H", "C", "C", "H", "H", "H", "H", "Ru", "Si", "C", "C", "H", "C", "H", "C", "H", "C", "H", "C", "H", "C", "C", "H", "C", "H", "C", "H", "C", "H", "C", "H", "H", "Si", "C", "C", "H", "C", "H", "C", "H", "C", "H", "C", "H", "C", "C", "H", "C", "H", "C", "H", "C", "H", "C", "H", "H", "Cl", "O", "C", "C", "C", "C", "C", "C", "N", "H", "H", "H", "H", "H", "H", "H"], "xyz": [[-1.4219, -0.9702, 0.6885], [-1.9707, -0.1238, -0.3072], [-1.7559, -0.7232, -1.6013], [-2.5681, 0.7736, -0.1454], [-0.9399, -1.9421, -1.3454], [-0.7762, -2.0549, 0.0773], [-0.3703, -2.9418, 0.5562], [-1.5298, -0.8405, 1.7733], [-2.3836, -0.6174, -2.4801], [-0.9231, -2.7901, -2.0134], [0.2792, -0.3673, -1.7696], [-0.7753, -0.2322, -6.4206], [-0.0305, 1.3224, -7.3899], [1.2971, 1.4700, -7.8587], [2.0007, 0.6406, -7.7701], [1.7658, 2.6444, -8.4816], [2.8215, 2.7640, -8.7458], [0.8749, 3.6782, -8.7645], [1.2285, 4.6294, -9.1699], [-0.4736, 3.4793, -8.4822], [-1.1849, 4.2589, -8.7574], [-0.9160, 2.3234, -7.8221], [-1.9854, 2.1946, -7.6486], [0.2013, -1.4965, -7.3774], [-0.3451, -1.8364, -8.6173], [-1.2956, -1.3882, -8.9226], [0.3473, -2.7223, -9.4473], [-0.0750, -2.9579, -10.4224], [1.5516, -3.3057, -9.0190], [2.0673, -4.0366, -9.6492], [2.0797, -2.9670, -7.7687], [3.0072, -3.4168, -7.4143], [1.4218, -2.0331, -6.9604], [1.8606, -1.7312, -6.0059], [-2.2282, -0.1691, -6.7441], [1.8736, 0.8973, -4.2738], [0.7253, -0.6842, -3.8275], [-0.5727, -0.9772, -4.6016], [-1.3937, -0.3802, -4.1814], [-0.9671, -2.4017, -4.5493], [-1.9933, -2.6480, -4.8269], [-0.1671, -3.3836, -4.0320], [-0.5340, -4.4039, -3.9258], [1.1321, -3.1121, -3.5811], [1.7960, -3.9308, -3.2896], [1.5822, -1.7991, -3.5231], [2.6604, -1.6395, -3.3720], [0.6137, 2.3069, -4.3517], [-0.6085, 2.1799, -3.6944], [-0.7669, 1.3042, -3.0230], [-1.5814, 3.1921, -3.7851], [-2.5378, 3.0361, -3.2818], [-1.2875, 4.4075, -4.4205], [-2.0146, 5.2321, -4.4275], [-0.0216, 4.5650, -5.0144], [0.2640, 5.5321, -5.4380], [0.8889, 3.5044, -5.0348], [1.8415, 3.6003, -5.5656], [3.1516, 1.0048, -4.9484], [2.6069, 1.0128, -2.3010], [1.8386, -1.6022, -0.7681], [2.3468, -1.3323, 0.5718], [1.9496, 0.0740, 0.9253], [2.5940, 0.7698, 1.9569], [2.2360, 2.0784, 2.2349], [1.1892, 2.6370, 1.5067], [0.5536, 1.8892, 0.5248], [0.9912, 0.6560, 0.1695], [2.0013, -2.5308, -1.0143], [1.8966, -2.0513, 1.2855], [3.4489, -1.3899, 0.5163], [3.3623, 0.2106, 2.4872], [2.7681, 2.6381, 3.0034], [0.8601, 3.6496, 1.6892], [-0.3118, 2.2704, -0.0171]], "atomic_forces_ev_per_a": [[-0.5, 0.5, 0.3], [-0.4, -0.7, 0.6], [-0.3, -1.8, 0.6], [0.3, -0.2, 0.1], [-2.8, -0.5, 0.4], [-1.0, 0.0, -0.4], [0.1, 0.4, 0.1], [0.2, 0.2, -0.6], [0.1, 0.2, 0.2], [0.1, 0.1, 0.1], [2.1, 1.1, 1.1], [1.5, 0.0, -1.6], [-0.2, 0.3, 0.1], [0.4, 0.0, 0.3], [-0.1, 0.2, 0.3], [-0.3, -0.4, 0.2], [-0.4, -0.3, 0.1], [-0.1, -0.2, 0.4], [-0.2, -0.4, 0.0], [-0.2, 0.0, 0.0], [0.1, -0.3, 0.1], [-0.1, 0.2, 0.2], [0.2, 0.2, 0.1], [-0.7, -0.1, -0.1], [0.7, -0.5, -0.2], [0.3, -0.2, -0.1], [0.0, 0.0, 0.1], [0.2, -0.1, 0.2], [-0.3, 0.1, 0.1], [-0.2, 0.3, 0.2], [-0.1, 0.2, -0.1], [-0.2, 0.1, -0.2], [0.0, -0.3, -0.4], [-0.2, -0.2, -0.3], [0.2, -0.2, 0.3], [-2.5, -0.2, 1.9], [2.4, 0.2, -3.6], [0.2, 1.1, 0.4], [0.0, -0.1, 0.2], [-0.4, -0.1, 0.1], [0.3, 0.0, -0.1], [-0.2, -0.3, -0.2], [0.0, 0.2, -0.3], [0.1, -0.8, 0.1], [-0.2, 0.2, -0.1], [-0.4, 1.4, -0.4], [-0.6, 0.1, 0.4], [0.7, 0.2, -0.6], [-0.2, 0.2, 0.3], [-0.3, 0.6, -0.7], [0.3, -0.1, 0.3], [0.2, 0.2, -0.2], [0.4, -0.4, 0.0], [0.4, -0.5, 0.0], [-0.1, 0.0, 0.1], [-0.2, -0.4, 0.0], [-0.1, 0.1, 0.2], [-0.4, 0.1, 0.2], [0.1, -0.2, -0.8], [0.9, 0.6, 0.1], [1.4, -0.8, 1.3], [-0.1, -0.2, -0.9], [-0.4, 1.2, -0.5], [-0.2, -0.8, -0.4], [0.1, -0.2, -0.1], [-0.2, -0.1, -0.1], [0.8, -0.5, -0.1], [0.1, 0.5, 1.2], [-0.1, 0.5, 0.2], [0.4, 0.3, -0.3], [-0.5, -0.2, 0.4], [0.0, 0.4, 0.1], [-0.2, -0.1, -0.2], [0.0, 0.0, 0.1], [0.4, 0.0, 0.0]]}

3.
{"formula": "C14H27BrClIN4O14PS4", "method": "ωB97M-V/def2-TZVPD", "homo_lumo_gap_ev": 8.1, "charge": 1, "total_energy_ha": -7087.3908, "e_lumo_ev": -3.4, "multiplicity": 1, "symbols": ["C", "P", "C", "C", "N", "C", "N", "Br", "N", "I", "N", "C", "C", "C", "C", "S", "O", "O", "Cl", "H", "H", "H", "H", "H", "H", "H", "H", "H", "H", "H", "H", "H", "H", "H", "C", "C", "O", "S", "O", "O", "O", "H", "H", "H", "H", "C", "C", "O", "S", "O", "O", "O", "H", "H", "H", "H", "C", "C", "O", "S", "O", "O", "O", "H", "H", "H", "H"], "xyz": [[-0.5884, 6.8498, -1.1148], [0.5521, 5.3936, -0.6265], [1.8388, 5.2972, -2.0836], [-0.5455, 3.8192, -0.9062], [-1.6256, 3.8423, -1.9646], [-2.1542, 2.4130, -1.7893], [-3.1915, 1.9608, -2.5415], [-4.0857, 0.3401, -2.5397], [-1.4541, 1.5982, -0.7600], [-1.5134, -0.2789, -0.0141], [-0.5175, 2.4676, -0.2251], [0.5042, 2.3387, 0.8775], [2.0513, 2.2065, 0.2553], [3.1008, 1.5694, 1.3869], [3.8688, 2.7580, 2.2672], [2.7530, 3.6245, 3.4984], [3.6825, 4.0599, 4.6980], [1.6321, 2.6888, 4.0564], [1.9607, 5.4552, 2.7599], [-0.2302, 7.7840, -0.4957], [-0.3618, 7.1110, -2.2547], [-1.7135, 6.5663, -0.9341], [2.5200, 6.2583, -2.1066], [1.2827, 5.1164, -3.1246], [2.4725, 4.3130, -1.9005], [-3.5518, 2.6663, -3.2549], [0.2690, 1.5352, 1.6944], [0.5113, 3.3865, 1.4502], [2.0766, 1.6328, -0.7650], [2.4892, 3.2932, 0.0260], [2.5674, 0.7782, 2.0722], [3.9463, 1.0256, 0.7467], [4.7553, 2.2465, 2.8809], [4.3205, 3.5886, 1.5441], [-2.3491, -3.9894, 3.8460], [-3.4534, -4.7684, 3.1365], [-3.7512, -4.0110, 1.9658], [-2.3910, -3.2711, 1.4531], [-1.8078, -4.0763, 0.4031], [-2.6666, -1.8612, 1.3029], [-1.5099, -3.4864, 2.8078], [-2.7594, -3.1362, 4.3958], [-1.7738, -4.6192, 4.5299], [-4.3450, -4.8858, 3.7570], [-3.0985, -5.7547, 2.8193], [-1.2737, -0.7758, -5.8020], [-2.4014, 0.0843, -6.3660], [-1.8408, 1.3873, -6.5098], [-0.2538, 1.2458, -6.8588], [-0.0948, 1.3614, -8.2914], [0.4943, 2.0454, -5.9167], [-0.0876, -0.3246, -6.4538], [-1.1540, -0.6127, -4.7260], [-1.4318, -1.8407, -5.9924], [-3.2740, 0.1102, -5.7090], [-2.7041, -0.2645, -7.3591], [1.7450, -7.1082, 2.4704], [2.4002, -6.0945, 3.4046], [1.3833, -5.7342, 4.3367], [0.4078, -7.0187, 4.5794], [0.8376, -7.6900, 5.7860], [-0.9574, -6.6050, 4.3524], [0.9015, -7.9033, 3.3020], [1.1164, -6.6091, 1.7258], [2.4808, -7.7367, 1.9618], [2.7654, -5.2129, 2.8724], [3.2248, -6.5493, 3.9636]], "atomic_forces_ev_per_a": [[0.1, 0.4, -1.2], [0.2, 0.0, -0.3], [-0.3, -1.2, -1.1], [-3.8, -3.5, -2.7], [2.2, -5.8, 5.0], [2.4, 0.9, 1.7], [0.2, 1.9, -0.9], [0.4, 0.5, 0.1], [-0.5, 4.8, -3.3], [-0.6, 0.4, -0.2], [1.2, 6.0, -1.5], [1.6, 0.7, 1.0], [0.4, 0.4, 0.7], [0.1, 0.3, -1.0], [0.7, -1.1, -1.9], [0.7, -1.7, 8.4], [-3.1, -1.2, -5.3], [3.4, 3.2, -3.4], [0.5, -1.6, 0.0], [-0.9, -2.0, -1.0], [-0.9, -0.6, 2.4], [2.3, 0.8, -0.4], [-1.5, -2.0, 0.2], [1.3, 0.7, 2.2], [-1.1, 2.3, -0.4], [0.7, -1.4, 1.4], [0.3, 1.4, -1.9], [-0.4, -2.3, -1.3], [-0.2, 0.8, 2.1], [-1.3, -2.2, 0.4], [1.1, 1.7, -1.2], [-1.7, 1.2, 1.7], [-2.2, 1.5, -0.9], [-1.1, -1.7, 1.7], [-0.8, 0.0, 1.0], [0.6, -0.8, 0.7], [1.0, 1.6, -0.8], [0.1, -3.3, 1.1], [-0.6, 1.9, 1.1], [-0.1, -1.5, 0.2], [-0.5, 0.3, -1.8], [0.0, -0.1, -0.1], [0.0, 0.2, -0.4], [0.1, 0.2, -0.3], [0.0, 0.1, 0.1], [-0.4, 0.0, 0.4], [-0.1, -0.7, -0.4], [1.0, 0.0, 0.3], [0.4, 0.3, -0.7], [0.0, 0.0, 2.2], [-1.0, -0.8, -1.2], [-0.3, 0.9, -0.5], [-0.1, 0.0, 0.0], [0.2, 0.2, -0.1], [0.2, 0.2, -0.1], [0.0, 0.0, 0.1], [0.2, 0.6, -0.5], [0.7, -0.5, -0.2], [-1.1, -0.6, -0.1], [0.7, -0.6, 0.6], [-1.1, 1.0, -1.7], [1.4, -0.5, 0.5], [-0.2, 0.5, 1.1], [0.1, 0.0, 0.0], [-0.2, -0.1, 0.3], [-0.3, 0.0, 0.2], [0.0, 0.0, -0.1]]}

4.
{"formula": "CH5NS", "method": "ωB97M-V/def2-TZVPD", "homo_lumo_gap_ev": 10.2, "total_energy_ha": -493.9759, "smiles": "C=N.S", "e_lumo_ev": 1.0, "e_above_lowest_kj_mol": 89.1, "multiplicity": 1, "symbols": ["C", "N", "H", "H", "H", "S", "H", "H"], "xyz": [[-1.3933, 0.7621, 1.6124], [-0.6295, -0.2226, 1.5814], [-1.6162, 1.3379, 2.3792], [-1.7537, 1.0487, 0.5967], [-0.5195, -0.7029, 2.3994], [0.9027, -0.2770, -1.5604], [0.2777, -0.5079, -0.3014], [1.9338, 0.2411, -0.8510]], "atomic_forces_ev_per_a": [[0.8, -1.4, -5.3], [-0.7, -0.6, -2.7], [-1.6, 2.3, 4.1], [0.3, 0.6, 0.8], [1.2, -0.9, 3.2], [-0.3, -0.1, 1.9], [0.4, 0.1, -1.4], [-0.1, -0.1, -0.5]]}

5.
{"formula": "C3H3Cl3", "method": "ωB97M-V/def2-TZVPD", "homo_lumo_gap_ev": 11.4, "total_energy_ha": -1496.5597, "smiles": "C#CC(Cl)Cl.Cl", "e_lumo_ev": 0.3, "e_above_lowest_kj_mol": 274.6, "multiplicity": 1, "symbols": ["C", "C", "C", "Cl", "Cl", "H", "H", "Cl", "H"], "xyz": [[0.2372, 1.1320, -1.0205], [0.4143, 0.0225, -1.1781], [0.7329, -1.3977, -1.4415], [0.9417, -2.2566, 0.0203], [2.3076, -1.5583, -2.3150], [0.0185, 2.0434, -0.5892], [-0.1248, -1.7046, -2.0479], [-2.5833, -1.0178, -1.0846], [-1.5663, 0.2361, -1.2424]], "atomic_forces_ev_per_a": [[-1.5, 7.1, 1.5], [2.4, -8.7, -1.6], [0.0, 1.7, -1.0], [-0.5, -0.8, 1.3], [-0.6, 0.3, -0.4], [-0.2, 1.5, 0.1], [0.5, -0.9, 0.0], [2.1, 3.0, -0.4], [-2.3, -3.2, 0.4]]}

6.
{"formula": "C3HFHgO2", "method": "ωB97M-V/def2-TZVPD", "homo_lumo_gap_ev": [8.5, 6.5], "total_energy_ha": -518.4569, "s_squared": 2.050, "e_lumo_ev": [-0.1, -2.5], "e_above_lowest_kj_mol": 201.4, "multiplicity": 3, "symbols": ["F", "O", "O", "C", "C", "C", "H", "Hg"], "xyz": [[1.2147, -0.3896, -1.5778], [-0.4339, 0.9705, -0.9987], [-0.2989, 1.6710, 1.1650], [-0.0662, -0.3987, -0.8656], [-0.2699, -1.1788, 0.1549], [-0.5648, 1.7773, 0.0044], [-0.1426, -2.2397, -0.0939], [0.5615, -0.2119, 2.2116]], "atomic_forces_ev_per_a": [[-2.8, -0.8, 0.2], [-0.5, -0.3, -0.5], [-0.4, 0.8, -0.5], [3.8, 2.2, -0.2], [-0.8, -1.3, -0.3], [0.1, 0.5, 0.2], [0.6, 0.3, 0.9], [-0.1, -1.3, 0.2]]}

F_max in eV/A, matching the order above: 0.8; 4.3; 8.6; 5.6; 9.2; 4.4